This record from the OMol25 dataset describes one molecule with the formula C4H6O2. The level of theory is wB97M-V/def2-TZVPD.

The relative energy (zero: lowest compared OMol25 entry of this formula, charge and spin) comes out at 126.1 kcal per mole. The value obtained for the HOMO energy is -8.8 eV. The calculation puts the HOMO-LUMO gap at 0.3196 Ha. The value obtained for the total energy is -306.30526 hartree. For the largest force on an atom, the calculation gives 0.6 eV Å⁻¹.

Geometry (Å):
O: 1.260 -2.107 0.859
C: 0.171 -1.539 0.828
C: -0.359 -0.325 0.443
C: 0.473 0.729 -0.150
C: 0.023 1.492 -1.325
O: -0.019 2.058 -0.033
H: -0.843 -2.242 0.849
H: -0.648 -1.723 1.746
H: -1.425 -0.148 0.553
H: 1.545 0.621 0.002
H: 0.769 1.907 -1.999
H: -0.947 1.280 -1.773

Calculated atomic charges, method Löwdin, unit e:
1. O -0.017
2. C -0.529
3. C 0.017
4. C -0.277
5. C -0.105
6. O -0.029
7. H 0.209
8. H 0.220
9. H 0.124
10. H 0.155
11. H 0.115
12. H 0.117

=====

This record from the OMol25 dataset describes C6H11NO as an isolated structure. The level of theory is wB97M-V/def2-TZVPD.

The relative energy (zero: lowest compared OMol25 entry of this formula, charge and spin) comes out at 138.8 kcal per mole. The value obtained for the HOMO energy is -7.7 eV. The calculation puts the HOMO-LUMO gap at 0.3164 Ha. The value obtained for the total energy is -365.01028 hartree. For the largest force on an atom, the calculation gives 8.0 eV Å⁻¹.

Geometry (Å):
C: 1.031 -1.484 1.900
C: -0.960 0.778 1.182
C: -0.427 0.437 -1.645
C: -0.138 -0.029 0.276
N: -1.733 0.273 -2.053
C: 0.696 -0.933 0.030
C: 0.484 1.177 -2.283
O: 1.672 -0.533 2.698
H: 2.245 0.019 2.150
H: -2.145 -0.620 -1.822
H: -1.956 0.582 -2.997
H: 0.106 -1.801 2.375
H: 1.664 -2.351 1.700
H: 1.230 -1.546 -0.666
H: -1.962 0.355 1.282
H: -0.488 0.832 2.167
H: -1.051 1.790 0.782
H: 1.480 1.323 -1.880
H: 0.251 1.729 -3.195

Calculated atomic charges, method Löwdin, unit e:
1. C -0.185
2. C -0.058
3. C -0.332
4. C -0.208
5. N 0.040
6. C 0.034
7. C -0.035
8. O -0.099
9. H 0.092
10. H 0.081
11. H 0.087
12. H 0.086
13. H 0.068
14. H 0.087
15. H 0.092
16. H 0.079
17. H 0.090
18. H 0.036
19. H 0.043

=====

This record from the OMol25 dataset describes one molecule with the formula C4H9NO. The level of theory is wB97M-V/def2-TZVPD.

The relative energy (zero: lowest compared OMol25 entry of this formula, charge and spin) comes out at 150.2 kcal per mole. Its SMILES is CN[C@@H]1C[C@@H]1O. The value obtained for the HOMO energy is -8.1 eV. The calculation puts the HOMO-LUMO gap at 0.3185 Ha. The value obtained for the total energy is -287.59316 hartree. For the largest force on an atom, the calculation gives 7.0 eV Å⁻¹.

Geometry (Å):
C: -0.437 -1.272 -1.587
N: -0.289 0.093 -1.057
C: 0.786 0.294 -0.254
C: 0.781 -0.820 0.807
C: 0.363 0.816 0.963
O: -0.893 1.256 1.154
H: -1.124 -1.229 -2.511
H: -1.049 -2.130 -0.911
H: 0.537 -1.958 -1.778
H: -1.284 0.595 -0.848
H: 1.565 0.854 -0.868
H: -0.110 -1.746 0.706
H: 1.735 -1.082 1.249
H: 1.133 1.466 1.586
H: -1.197 0.423 1.971

Calculated atomic charges, method Löwdin, unit e:
1. C -0.189
2. N -0.137
3. C -0.462
4. C -0.008
5. C -0.410
6. O -0.086
7. H 0.076
8. H 0.085
9. H 0.119
10. H 0.195
11. H 0.164
12. H 0.151
13. H 0.060
14. H 0.171
15. H 0.271

=====

This record from the OMol25 dataset describes a 2-piece molecular cluster, C27H27BNO overall. The level of theory is wB97M-V/def2-TZVPD.

The relative energy (zero: lowest compared OMol25 entry of this formula, charge and spin) comes out at 29.3 kcal per mole. The net charge is +1. The value obtained for the HOMO energy is -11.5 eV. The calculation puts the HOMO-LUMO gap at 0.2299 Ha. The value obtained for the total energy is -1199.60254 hartree. For the largest force on an atom, the calculation gives 1.8 eV Å⁻¹.

Geometry (Å):
C: 2.322 -7.122 0.230
O: 1.715 -6.814 1.508
C: 1.247 -5.562 1.740
C: 0.717 -5.319 3.025
C: 0.219 -4.075 3.323
N: 0.223 -3.021 2.445
B: -0.513 -1.643 2.831
H: -0.280 -0.545 2.180
C: 0.769 -3.255 1.228
C: 1.261 -4.490 0.821
H: 2.759 -8.113 0.377
H: 1.552 -7.160 -0.552
H: 3.105 -6.392 -0.022
H: 0.715 -6.138 3.742
H: -0.226 -3.882 4.302
H: -1.697 -1.833 2.677
H: -0.194 -1.407 3.986
H: 0.784 -2.429 0.513
H: 1.633 -4.601 -0.205
C: 2.999 3.718 -4.033
C: 2.019 4.455 -3.347
C: 1.202 3.832 -2.403
C: 1.278 2.429 -2.194
C: 0.383 1.757 -1.254
C: -0.089 2.486 -0.127
C: -1.181 2.232 0.692
C: -1.913 3.315 1.331
C: -3.119 3.042 2.022
C: -3.936 4.066 2.491
C: -3.541 5.408 2.327
C: -2.325 5.707 1.691
C: -1.512 4.676 1.211
C: -0.039 0.393 -1.512
C: -0.477 -0.424 -0.455
C: -1.198 -1.583 -0.664
C: -1.239 -2.146 -1.947
C: -0.650 -1.460 -3.013
C: -0.089 -0.195 -2.813
C: 2.246 1.700 -2.931
C: 3.120 2.338 -3.803
H: 3.678 4.217 -4.732
H: 1.893 5.517 -3.553
H: 0.451 4.404 -1.851
H: 0.464 3.408 0.074
H: -1.676 1.260 0.746
H: -3.417 1.995 2.126
H: -4.891 3.827 2.963
H: -4.161 6.217 2.719
H: -2.019 6.742 1.542
H: -0.597 4.936 0.685
H: -0.217 -0.124 0.559
H: -1.686 -2.055 0.186
H: -1.718 -3.116 -2.094
H: -0.645 -1.901 -4.010
H: 0.294 0.359 -3.667
H: 2.305 0.617 -2.810
H: 3.893 1.756 -4.301

Calculated atomic charges, method Löwdin, unit e:
1. C -0.037
2. O -0.065
3. C -0.245
4. C 0.044
5. C -0.030
6. N -0.036
7. B -0.338
8. H 0.020
9. C -0.047
10. C 0.030
11. H 0.099
12. H 0.101
13. H 0.097
14. H 0.135
15. H 0.138
16. H 0.014
17. H 0.017
18. H 0.111
19. H 0.118
20. C -0.040
21. C -0.051
22. C -0.005
23. C -0.162
24. C -0.039
25. C -0.009
26. C 0.078
27. C -0.191
28. C -0.007
29. C -0.049
30. C -0.036
31. C -0.051
32. C -0.006
33. C -0.149
34. C -0.068
35. C -0.067
36. C -0.036
37. C -0.051
38. C -0.004
39. C -0.025
40. C -0.050
41. H 0.119
42. H 0.114
43. H 0.114
44. H 0.111
45. H 0.120
46. H 0.126
47. H 0.117
48. H 0.117
49. H 0.114
50. H 0.102
51. H 0.048
52. H 0.110
53. H 0.119
54. H 0.115
55. H 0.115
56. H 0.119
57. H 0.115

=====

This record from the OMol25 dataset describes C20H28Cl4CoN7O2S3 as an isolated structure. The level of theory is wB97M-V/def2-TZVPD.

The relative energy (zero: lowest compared OMol25 entry of this formula, charge and spin) comes out at 5.4 kcal per mole. The net charge is +1. Its multiplicity is 4. The expectation value of S² is 3.7591. The value obtained for the HOMO energy (alpha / beta) is -10.4 / -10.5 eV. The calculation puts the HOMO-LUMO gap (alpha / beta) at 0.3040 / 0.2886 Ha. The value obtained for the total energy is -5730.71882 hartree. For the largest force on an atom, the calculation gives 1.2 eV Å⁻¹.

Geometry (Å):
Co: 0.433 0.191 1.532
C: 4.320 0.565 -0.850
N: 3.425 1.696 -0.723
C: 3.096 2.527 -1.879
C: 2.075 3.527 -1.310
N: 1.750 2.919 -0.024
C: 2.615 1.943 0.300
S: 2.657 1.182 1.821
H: 3.947 -0.116 -1.618
H: 4.361 0.042 0.101
H: 5.316 0.911 -1.124
H: 2.674 1.902 -2.671
H: 3.991 3.013 -2.265
H: 1.190 3.617 -1.940
H: 2.510 4.519 -1.174
H: 1.229 3.375 0.708
Cl: -1.128 0.148 -6.863
C: -1.067 -0.076 -5.147
C: -0.265 0.758 -4.383
C: -0.225 0.576 -3.011
C: -0.972 -0.430 -2.406
C: -1.762 -1.261 -3.191
C: -1.818 -1.085 -4.563
C: -0.916 -0.632 -0.921
O: -1.408 -1.628 -0.399
O: -0.344 0.327 -0.263
H: 0.315 1.532 -4.867
H: 0.397 1.205 -2.386
H: -2.332 -2.045 -2.710
H: -2.434 -1.723 -5.182
C: -2.014 3.370 -1.207
N: -1.706 2.621 0.003
C: -1.638 3.061 1.250
S: -0.861 2.137 2.473
N: -2.168 4.232 1.628
C: -3.228 4.992 0.976
H: -1.413 2.950 -2.012
H: -1.758 4.423 -1.098
H: -3.062 3.283 -1.492
H: -1.281 1.702 -0.140
H: -1.967 4.467 2.586
H: -3.862 4.335 0.385
H: -2.841 5.791 0.345
H: -3.846 5.437 1.752
S: 1.805 -1.823 0.657
C: 1.013 -3.278 1.066
N: -0.310 -3.393 0.988
C: -1.034 -4.629 1.258
C: -0.243 -5.487 2.232
C: 1.180 -5.647 1.722
N: 1.738 -4.326 1.470
H: -0.792 -2.636 0.497
H: -1.209 -5.169 0.323
H: -2.006 -4.364 1.671
H: -0.717 -6.461 2.344
H: -0.223 -5.007 3.213
H: 1.192 -6.244 0.805
H: 1.808 -6.148 2.456
H: 2.732 -4.178 1.513
Cl: -2.092 -3.364 4.889
C: -0.938 -2.090 5.307
Cl: 0.491 -2.770 6.088
Cl: -1.698 -0.867 6.320
C: -0.507 -1.448 4.059
N: -0.175 -0.950 3.087

Calculated atomic charges, method Löwdin, unit e:
1. Co 0.230
2. C -0.038
3. N -0.135
4. C -0.090
5. C -0.110
6. N 0.037
7. C -0.764
8. S 0.654
9. H 0.098
10. H 0.049
11. H 0.098
12. H 0.117
13. H 0.131
14. H 0.106
15. H 0.125
16. H 0.115
17. Cl 0.693
18. C -0.660
19. C -0.094
20. C -0.033
21. C -0.122
22. C 0.002
23. C -0.082
24. C -0.540
25. O 0.033
26. O -0.217
27. H 0.106
28. H 0.093
29. H 0.124
30. H 0.111
31. C -0.048
32. N -0.006
33. C -0.795
34. S 0.671
35. N -0.038
36. C -0.061
37. H 0.073
38. H 0.083
39. H 0.091
40. H 0.057
41. H 0.110
42. H 0.086
43. H 0.084
44. H 0.094
45. S 0.676
46. C -0.783
47. N 0.028
48. C -0.158
49. C -0.166
50. C -0.159
51. N 0.013
52. H 0.027
53. H 0.129
54. H 0.115
55. H 0.122
56. H 0.087
57. H 0.126
58. H 0.125
59. H 0.122
60. Cl 0.660
61. C -1.608
62. Cl 0.659
63. Cl 0.667
64. C -0.288
65. N 0.170